Entry 1:
A molecular structure, C8H12BCoN4S2Se4, computed with the ωB97M-V functional and the def2-TZVPD basis.

The value obtained for the HOMO energy (spin up / spin down) is -7.48 / -7.87 eV. The total energy is -335813.724 eV. The value obtained for the energy relative to the best compared isomer or geometry (same formula, charge and spin) is 16.8 kJ/mol. The spin multiplicity is 5.

Last column: Löwdin spin population.
Cartesian coordinates (Å):
Se 0.089 2.671 -0.658  0.31
Se 2.008 3.817 -0.609  0.36
Se 3.689 2.237 0.150  0.28
Se 2.687 0.247 -0.190  0.22
Co 0.269 0.282 -0.155  2.61
S -2.058 0.394 0.091  0.08
S 0.428 -2.091 -0.080  0.08
N -1.767 -2.525 1.569  0.00
N 0.101 -2.128 2.611  0.01
N -2.740 -2.139 -0.807  0.01
N -2.517 -0.650 -2.375  0.00
C -2.271 0.617 -3.041  0.00
C -0.467 -2.272 1.392  0.01
C -2.021 -2.535 2.921  0.00
C -2.464 -0.855 -1.041  0.01
C -2.968 -2.756 -2.014  0.00
C 1.511 -1.870 2.851  0.00
C -2.834 -1.838 -2.996  0.00
C -0.865 -2.293 3.577  0.00
B -2.898 -2.904 0.548  0.00
H -3.197 -3.804 -2.067  0.00
H -2.353 0.457 -4.113  0.00
H -3.946 -2.599 1.062  0.00
H -2.997 1.360 -2.720  0.00
H -2.914 -1.920 -4.064  0.00
H -1.273 0.985 -2.807  0.00
H 1.797 -0.896 2.458  0.00
H 2.117 -2.629 2.360  0.00
H -0.649 -2.198 4.625  0.00
H -3.015 -2.698 3.297  0.00
H 1.681 -1.897 3.924  0.00
H -2.817 -4.081 0.294  0.00


Entry 2:
2 unconnected molecules or ions with the total composition C8H12BF2IN4O4, computed with the ωB97M-V functional and the def2-TZVPD basis.

The value obtained for the HOMO energy is -8.15 eV. The total energy is -36856.964 eV.

Last column: natural (NBO) charge in e.
Cartesian coordinates (Å):
I 1.999 7.587 0.408  0.32
F -1.197 -4.699 2.725  -0.54
F -0.042 -6.304 1.579  -0.54
O -3.511 -5.363 -0.902  -0.58
O -0.545 -4.259 0.496  -0.67
O -1.356 -3.416 -1.409  -0.62
O -2.269 -5.811 0.922  -0.66
N 0.361 2.634 -0.648  -0.53
N 1.226 5.013 1.684  -0.38
N 1.070 4.890 -0.504  -0.49
N 0.803 3.748 1.371  -0.39
C 1.367 5.647 0.517  0.26
C 0.027 1.376 0.024  -0.22
C -2.549 -5.195 -0.204  0.68
C -0.087 0.162 -0.906  -0.23
C 0.816 0.283 -2.143  -0.62
C 0.720 3.694 0.029  0.59
C 0.260 -1.087 -0.097  -0.61
C -1.418 -4.179 -0.478  0.68
B -0.982 -5.299 1.496  1.26
H 0.329 0.864 -2.929  0.20
H 0.328 2.745 -1.650  0.44
H 1.744 0.802 -1.891  0.19
H 0.821 1.171 0.750  0.19
H -0.898 1.524 0.588  0.21
H 1.061 -0.703 -2.523  0.25
H 0.613 3.018 2.038  0.46
H 1.232 -0.973 0.391  0.19
H 1.375 5.341 2.623  0.45
H 0.334 -1.939 -0.768  0.27
H -0.507 -1.344 0.630  0.23
H -1.127 0.073 -1.221  0.22


Entry 3:
A single C8H12BNO4S molecule, computed with the ωB97M-V functional and the def2-TZVPD basis.

The value obtained for the HOMO energy is -9.71 eV. The total energy is -29683.553 eV. The value obtained for the energy relative to the best compared isomer or geometry (same formula, charge and spin) is 0.0 kJ/mol.

Last column: natural (NBO) charge in e.
Cartesian coordinates (Å):
S 0.032 -0.518 -0.648  2.20
O 1.846 -1.312 -3.368  -0.95
O 1.005 0.438 -1.319  -0.93
O 2.178 -3.605 -3.759  -0.89
O -1.179 -0.950 -1.402  -0.90
N 1.045 -1.916 -0.460  -0.85
C -0.653 1.078 1.420  -0.04
C -1.614 1.837 0.721  -0.20
C -0.203 1.616 2.629  -0.20
C -0.388 -0.317 1.045  -0.67
C -1.610 3.570 2.378  -0.20
C -2.076 3.052 1.171  -0.19
C -0.686 2.816 3.107  -0.21
C 0.936 -3.001 -1.459  -0.60
B 1.665 -2.648 -2.860  1.08
H -2.897 3.482 0.720  0.21
H -0.149 -3.134 -1.697  0.26
H 2.000 -1.709 -0.588  0.39
H -0.372 3.267 4.077  0.22
H -1.302 -0.867 1.228  0.28
H 1.382 -3.957 -1.052  0.23
H 1.630 -0.533 -2.747  0.53
H -1.967 4.563 2.763  0.22
H 2.440 -2.994 -4.488  0.50
H 0.403 -0.770 1.618  0.27
H -2.078 1.385 -0.168  0.22
H 0.612 1.126 3.140  0.21


Entry 4:
2 unconnected molecules or ions with the total composition C8H12BNO5, computed with the ωB97M-V functional and the def2-TZVPD basis.

The value obtained for the HOMO energy is -9.07 eV. The total energy is -20894.626 eV. The value obtained for the energy relative to the best compared isomer or geometry (same formula, charge and spin) is 0.0 kJ/mol.

Last column: natural (NBO) charge in e.
Cartesian coordinates (Å):
O -0.084 2.065 0.840  -0.52
O -2.334 -1.874 -0.514  -0.68
O 3.566 -1.225 -2.711  -0.95
O 0.143 -1.236 -1.779  -0.87
O -4.525 -0.724 0.481  -0.47
N 1.584 -0.500 0.050  -0.77
C -2.411 2.064 0.894  -0.22
C -3.551 1.381 0.856  -0.23
C 1.556 -0.882 1.470  -0.40
C -1.065 0.079 -0.010  -0.52
C -3.527 -0.033 0.449  0.43
C -2.223 -0.605 -0.037  0.38
C -1.105 1.435 0.578  0.52
C 2.299 0.754 -0.216  -0.40
B 0.267 -0.568 -0.590  1.13
H -2.100 -2.480 0.193  0.49
H 2.277 1.435 0.628  0.21
H 1.833 1.290 -1.038  0.20
H -2.391 3.103 1.173  0.23
H 1.867 -1.918 1.561  0.20
H 3.072 -1.152 -1.883  0.48
H 0.887 -1.030 -2.356  0.50
H 0.549 -0.830 1.890  0.18
H 2.220 -0.254 2.046  0.20
H 4.360 -0.704 -2.566  0.47
H 3.340 0.585 -0.492  0.17
H -4.504 1.825 1.083  0.23


Entry 5:
A molecular structure, C8H12CaF12O16S4, computed with the ωB97M-V functional and the def2-TZVPD basis.

The charge is -2. The value obtained for the HOMO energy is -4.00 eV. The total energy is -135649.002 eV. The value obtained for the energy relative to the best compared isomer or geometry (same formula, charge and spin) is 0.0 kJ/mol.

Last column: natural (NBO) charge in e.
Cartesian coordinates (Å):
Ca 0.157 0.079 -0.293  1.79
S 0.903 2.985 1.864  2.38
S 1.194 -1.397 2.972  2.39
S 3.408 -0.764 -1.606  2.38
S -2.831 0.278 2.056  2.37
F 3.702 -0.627 2.623  -0.32
F 0.082 5.480 2.205  -0.34
F 0.096 4.863 0.134  -0.35
F 3.254 -2.618 1.896  -0.33
F 2.217 -2.702 -3.006  -0.36
F -3.878 -2.077 1.360  -0.34
F 2.686 -3.213 -0.958  -0.32
F 4.262 -3.122 -2.431  -0.33
F 3.420 -2.256 4.019  -0.34
F -1.449 4.154 1.493  -0.33
F -5.013 -0.982 2.847  -0.34
F -3.175 -1.982 3.409  -0.32
O -0.563 -2.355 -0.343  -0.75
O -0.251 -0.723 -2.671  -0.77
O 2.236 -0.486 -0.786  -1.06
O 0.627 1.955 0.853  -1.08
O -2.429 0.729 3.334  -0.92
O 1.112 -0.466 4.051  -0.95
O -1.951 1.163 -1.072  -0.81
O 4.655 -0.791 -0.915  -0.95
O 3.399 -0.094 -2.893  -1.01
O 0.849 -0.876 1.658  -1.07
O -3.837 1.061 1.339  -1.03
O 0.429 2.705 3.182  -0.94
O -1.780 -0.187 1.156  -1.05
O 2.220 3.558 1.753  -0.98
O 0.687 -2.730 3.208  -1.01
O 0.594 2.052 -1.982  -0.72
C 3.136 -2.540 -2.018  0.68
C -1.305 -1.738 -2.534  -0.11
C -0.832 -2.868 -1.655  -0.10
C -3.762 -1.276 2.438  0.68
C -1.761 2.495 -1.586  -0.09
C 2.983 -1.732 2.857  0.67
C -0.142 4.427 1.388  0.67
C -0.640 2.472 -2.566  -0.08
H -1.674 3.213 -0.791  0.21
H -2.646 1.073 -0.395  0.53
H -1.468 -2.179 -3.518  0.17
H -0.498 3.476 -2.994  0.17
H -0.897 1.846 -3.431  0.16
H -2.117 -1.213 -2.031  0.22
H -0.513 -3.071 0.297  0.51
H -2.722 2.767 -2.056  0.16
H 0.141 -0.780 -3.545  0.49
H -1.631 -3.618 -1.599  0.17
H 0.097 -3.326 -2.007  0.19
H 1.218 1.957 -2.709  0.49


Entry 6:
A molecular structure, C8H12F18NaO6P3, computed with the ωB97M-V functional and the def2-TZVPD basis.

The charge is -2. The value obtained for the HOMO energy is -6.22 eV. The total energy is -101998.325 eV. The value obtained for the energy relative to the best compared isomer or geometry (same formula, charge and spin) is 35.9 kJ/mol.

Last column: natural (NBO) charge in e.
Cartesian coordinates (Å):
P -2.174 0.989 -3.207  2.60
P -0.507 -0.329 3.927  2.60
P -5.042 0.303 1.447  2.60
Na -1.714 0.428 0.340  0.94
F -1.743 0.219 4.825  -0.58
F -1.562 -0.275 -2.382  -0.60
F -5.920 -0.810 2.249  -0.60
F -5.602 -0.320 0.060  -0.59
F 0.490 0.819 4.469  -0.60
F -0.625 1.459 -3.527  -0.62
F -2.721 2.294 -3.984  -0.59
F -0.053 -1.293 5.167  -0.60
F 0.739 -0.939 3.034  -0.62
F -2.159 0.113 -4.562  -0.59
F -1.455 -1.522 3.363  -0.58
F -6.248 1.361 1.467  -0.59
F -3.682 0.524 -2.909  -0.58
F -4.103 1.289 0.560  -0.61
F -4.512 0.918 2.832  -0.58
F -2.132 1.846 -1.826  -0.60
F -0.895 0.623 2.693  -0.60
F -3.729 -0.718 1.436  -0.61
O 1.306 -1.565 -1.050  -0.49
O 1.019 -3.225 0.410  -0.48
O -0.677 -1.825 -0.024  -0.56
O -0.482 2.985 0.857  -0.56
O 0.676 1.511 -0.375  -0.49
O 1.367 3.626 -0.246  -0.50
C 2.596 -2.125 -0.895  -0.09
C 2.385 -3.331 0.044  0.07
C 3.738 3.219 -0.680  -0.62
C 2.308 3.015 -1.136  0.05
C 1.831 1.578 -1.235  -0.09
C 0.441 -2.152 -0.194  0.99
C 0.448 2.724 0.163  0.97
C 2.683 -4.665 -0.619  -0.64
H 3.066 -2.378 -1.842  0.18
H 1.811 -4.915 -1.229  0.23
H 3.868 2.725 0.282  0.22
H 2.039 3.425 -2.116  0.19
H 4.026 4.266 -0.619  0.22
H 3.572 -4.699 -1.242  0.21
H 2.520 0.825 -0.835  0.17
H 2.965 -3.127 0.944  0.19
H 3.207 -1.409 -0.340  0.18
H 1.541 1.203 -2.216  0.23
H 4.382 2.767 -1.438  0.21
H 2.712 -5.432 0.159  0.22